Below is a structure of composition C37H45BBr2Cl56IN3O8PS, with properties calculated with ωB97M-V/def2-TZVPD.

```
155
Properties=species:S:1:pos:R:3:mulliken_charge:R:1
C -9.8598 1.5470 0.4297 -0.99
C -9.0569 2.4394 -0.6526 0.08
O -9.5445 2.2384 -1.9914 -0.31
C -8.6637 2.8006 -2.9798 0.36
C -7.3968 1.8011 -3.2243 0.28
O -6.6802 2.1520 -4.4285 -0.32
C -6.0065 1.0401 -5.0608 -0.55
C -4.4026 1.1731 -5.0541 -0.55
O -3.7852 1.0998 -3.7449 -0.10
C -2.6827 2.0524 -3.6801 -1.18
C -2.2603 2.3058 -2.1236 1.04
S -3.8703 2.9132 -1.3229 -0.35
O -1.9275 1.0144 -1.5980 -0.12
C -1.1822 0.9853 -0.3607 2.23
C -0.3444 -0.4037 -0.3853 -1.68
C -0.9533 -1.4856 -1.4435 0.12
C 0.0846 -2.7467 -1.3596 -0.88
C 0.8879 -2.9220 -2.7538 -0.06
C 2.3074 -3.6735 -2.5511 -0.69
O 3.2395 -2.6213 -2.1159 -0.22
C 4.1054 -2.2314 -3.1783 0.43
C 3.7856 -0.9976 -4.1669 -0.49
O 5.1761 -2.8593 -3.3140 -0.42
C -2.2031 0.8104 0.9058 -0.15
C -3.2036 -0.4188 0.7560 -0.87
O -2.7951 -1.5192 1.2208 -0.22
I -5.1900 -0.4323 -0.0896 0.12
C -0.3174 2.2938 -0.0155 -1.79
B 0.9410 2.0598 1.0183 0.72
N 0.9150 1.2239 2.2523 -0.48
O 2.2026 2.7441 0.7264 -0.82
N 0.1249 2.9802 -1.3122 0.25
P 1.2340 1.9991 -2.2974 -0.05
N 0.5380 1.0404 -3.3738 -0.44
C -1.1418 3.4641 -1.9557 -0.75
C -1.0144 4.5090 -3.1467 -0.19
Br -0.1114 4.0267 -4.8054 0.01
C -0.3178 5.8745 -2.5330 -0.29
C -1.3543 6.7757 -1.7033 -1.02
Br 0.1684 6.9974 -4.1441 -0.07
H -9.5717 1.8844 1.4888 0.26
H -10.9883 1.7309 0.3354 0.29
H -9.6096 0.4407 0.3632 0.24
H -7.9301 2.2327 -0.5290 0.06
H -9.2064 3.5319 -0.2995 0.26
H -9.1711 2.8705 -4.0142 -0.51
H -8.3381 3.8655 -2.7194 0.29
H -6.6836 1.9597 -2.3419 -0.30
H -7.8476 0.7468 -3.2600 0.27
H -6.3044 1.0803 -6.1774 0.32
H -6.3237 0.0098 -4.6902 0.32
H -3.9369 0.3344 -5.6843 0.28
H -4.1811 2.1513 -5.6198 0.30
H -1.7956 1.7437 -4.3220 0.28
H -3.1584 3.0504 -4.0202 0.49
H -4.3161 4.0081 -2.0767 0.22
H 0.7422 -0.2887 -0.7083 0.30
H -0.4061 -0.9172 0.6391 0.23
H -1.9594 -1.9032 -1.1266 0.27
H -0.8969 -1.1263 -2.5209 0.07
H 0.8728 -2.5345 -0.5413 0.21
H -0.4422 -3.7326 -1.1422 0.37
H 0.2231 -3.5349 -3.4628 0.36
H 1.1305 -1.9272 -3.2548 -0.02
H 2.2249 -4.4712 -1.7244 0.32
H 2.6825 -4.1581 -3.5289 0.34
H 4.7327 -0.7911 -4.7844 0.34
H 2.9002 -1.2210 -4.8573 0.26
H 3.6016 -0.0902 -3.5035 -0.03
H -2.7865 1.7849 1.1248 0.60
H -1.6050 0.6140 1.8725 0.30
H -1.0286 2.9701 0.6032 0.41
H 0.7983 0.2202 2.0601 0.26
H 0.1229 1.5612 2.8359 0.32
H 2.2880 3.5486 1.2878 0.04
H 0.6575 3.8205 -0.9842 0.68
H 2.0658 2.9219 -3.0324 0.25
H 2.1084 1.1432 -1.5226 0.24
H 0.8168 1.3310 -4.3303 0.35
H -1.6129 4.1288 -1.1268 0.18
H -2.0879 4.8451 -3.4080 0.42
H 0.6747 5.6732 -2.0125 0.44
H -2.0637 6.1931 -1.0299 0.27
H -0.7418 7.5706 -1.1509 0.36
H -1.9724 7.3561 -2.4859 0.40
C -1.7226 -4.0475 3.6547 0.30
Cl -0.5268 -2.7443 3.4691 -0.09
Cl -3.1234 -3.4420 4.5650 -0.11
Cl -2.2515 -4.6003 2.0518 -0.09
Cl -0.9863 -5.4034 4.5350 -0.08
C 7.8294 -4.8789 -2.1008 0.29
Cl 8.0949 -4.6851 -3.8458 -0.10
Cl 7.8830 -3.2892 -1.3141 -0.02
Cl 6.2315 -5.5951 -1.8171 -0.07
Cl 9.0898 -5.9341 -1.4248 -0.13
C -1.0232 -7.9513 8.2468 0.34
Cl 0.5957 -8.3560 8.8554 -0.09
Cl -1.9881 -9.4349 8.0979 -0.09
Cl -1.8200 -6.8377 9.3779 -0.10
Cl -0.8810 -7.1747 6.6540 -0.07
C 7.9625 0.3178 0.6764 0.16
Cl 7.0564 -0.2688 -0.7328 0.01
Cl 7.3842 -0.5099 2.1382 -0.10
Cl 9.6924 -0.0104 0.4551 -0.05
Cl 7.6989 2.0655 0.8443 0.00
C 11.6657 2.0924 -2.9828 0.29
Cl 11.0648 2.3694 -4.6316 -0.10
Cl 12.8016 3.3847 -2.5417 -0.10
Cl 10.3001 2.0912 -1.8466 -0.01
Cl 12.4958 0.5239 -2.9107 -0.10
C 7.5281 4.8567 4.2613 0.27
Cl 8.0100 5.5398 2.6928 -0.10
Cl 8.7382 5.2827 5.4891 -0.08
Cl 5.9442 5.5105 4.7306 -0.07
Cl 7.4083 3.0918 4.1273 -0.03
C 8.9702 -9.8836 -3.5774 0.26
Cl 9.2334 -9.6866 -5.3237 -0.11
Cl 9.0431 -8.2943 -2.7839 0.03
Cl 7.3736 -10.6124 -3.2977 -0.12
Cl 10.2290 -10.9406 -2.9044 -0.05
C -7.0491 -2.1116 3.3982 0.10
Cl -8.1053 -2.6212 2.0635 -0.07
Cl -7.5385 -2.9433 4.8894 -0.11
Cl -5.3691 -2.5274 3.0133 0.04
Cl -7.1832 -0.3559 3.6285 -0.02
C 10.5577 -14.3841 -0.7605 0.32
Cl 8.9144 -14.1434 -1.3919 -0.06
Cl 10.9399 -13.0961 0.4019 -0.08
Cl 10.6547 -15.9614 0.0504 -0.10
Cl 11.7224 -14.3358 -2.1021 -0.09
C 2.7206 6.5696 2.0812 0.24
Cl 2.6861 8.1306 2.9237 -0.07
Cl 2.4445 6.8277 0.3433 -0.08
Cl 4.3012 5.7994 2.3241 0.06
Cl 1.4425 5.5159 2.7331 -0.13
C -11.9020 3.4403 -6.1051 0.33
Cl -12.8197 2.9494 -7.5440 -0.10
Cl -12.6936 2.8005 -4.6500 -0.09
Cl -10.2485 2.7969 -6.2094 -0.10
Cl -11.8421 5.2132 -6.0164 -0.10
C -9.0963 1.8580 6.8613 0.32
Cl -8.2368 2.1942 8.3786 -0.09
Cl -9.1088 0.1077 6.5627 -0.06
Cl -10.7658 2.4504 6.9825 -0.09
Cl -8.2717 2.6814 5.5184 -0.10
C 4.8378 2.6319 7.6418 0.30
Cl 4.2354 2.8752 5.9879 -0.04
Cl 5.9369 3.9585 8.0731 -0.08
Cl 3.4679 2.6068 8.7729 -0.08
Cl 5.7121 1.0869 7.7309 -0.11
C 2.4600 -0.7497 10.9433 0.30
Cl 0.8254 -0.6459 10.2544 -0.10
Cl 2.7187 0.6065 12.0610 -0.09
Cl 2.6358 -2.2831 11.8221 -0.10
Cl 3.6591 -0.6748 9.6353 -0.01
```

Its HOMO energy is -0.4077 hartree. The net charge is +1. For the orbital gap, the calculation gives 8.17 eV.